# 1
{"formula": "C2H3Cl2N", "method": "the ωB97M-V functional and the def2-TZVPD basis", "homo_ev": -10.1, "smiles": "ClC1(Cl)CN1", "relative_energy_ev": 1.359, "total_energy_ev": -28655.5774, "elements": ["C", "C", "N", "Cl", "Cl", "H", "H", "H"], "positions_angstrom": [[-0.869030, -0.067182, -0.233777], [0.645243, 0.111150, -0.170958], [0.183744, -0.734201, 0.848536], [1.037679, 1.811010, 0.119978], [1.507421, -0.522680, -1.546917], [-1.313051, 0.861349, 0.106830], [-1.201752, -0.903634, -0.935398], [0.009747, -0.555811, 1.811704]], "atomic_forces_ev_per_a": [[3.136, -2.434, 1.045], [-2.418, 0.520, 0.060], [-1.609, -0.080, -3.131], [0.628, 0.112, 0.360], [0.708, -0.394, 0.165], [-0.800, -0.607, -0.208], [-0.070, 1.796, 1.175], [0.424, 1.088, 0.534]], "lowdin_charge": [-0.11, -1.37, 0.01, 0.59, 0.62, 0.07, 0.11, 0.08]}

***

# 2
{"formula": "C2H3Cl2N2", "method": "the ωB97M-V functional and the def2-TZVPD basis", "homo_ev": -15.5, "relative_energy_ev": 0.000, "total_charge": 1, "total_energy_ev": -30137.2937, "elements": ["C", "C", "N", "N", "Cl", "Cl", "H", "H", "H"], "positions_angstrom": [[-1.457867, -0.543514, -0.364912], [1.391982, 0.786242, 0.737425], [-2.514267, -0.761925, -0.723654], [1.137412, -0.017607, -0.260421], [-4.023607, -0.914151, -1.052490], [2.906107, 0.854056, 1.513164], [0.603084, 1.177102, 1.393278], [0.148055, -0.137191, -0.379413], [1.809102, -0.443013, -0.862977]], "atomic_forces_ev_per_a": [[1.528, 0.323, 0.504], [0.993, -2.491, 0.439], [-0.255, -0.042, 0.034], [1.698, 3.027, 2.356], [-2.398, -0.388, -0.644], [-0.511, 0.384, -0.893], [-0.083, 0.102, -0.912], [-1.735, -0.592, -0.742], [0.763, -0.323, -0.141]], "lowdin_charge": [0.06, -0.48, -0.59, 0.15, 0.87, 0.80, 0.12, -0.06, 0.15]}

***

# 3
{"formula": "C2H3Cl2NO", "method": "the ωB97M-V functional and the def2-TZVPD basis", "homo_ev": -10.1, "smiles": "CC(Cl)(Cl)N=O", "relative_energy_ev": 3.559, "total_energy_ev": -30701.9573, "elements": ["C", "C", "N", "O", "Cl", "Cl", "H", "H", "H"], "positions_angstrom": [[0.947465, -0.025600, -0.337298], [-0.552272, 0.086718, -0.070389], [-1.132161, 0.173071, 1.285392], [-0.415579, -0.016607, 2.264230], [-1.387905, 1.478111, -0.810414], [-1.315445, -1.361406, -0.844085], [1.251513, 0.080086, -1.443185], [1.217636, -1.099959, -0.244331], [1.386751, 0.685583, 0.200079]], "atomic_forces_ev_per_a": [[-1.922, -3.189, -3.789], [0.159, -0.631, -2.142], [0.567, -0.871, 3.414], [-0.944, 0.460, -3.080], [0.618, 0.368, -0.043], [-0.072, 0.042, 0.613], [-1.110, 0.476, 1.504], [0.180, 0.910, 1.066], [2.524, 2.433, 2.457]], "lowdin_charge": [-0.14, -1.22, -0.12, 0.03, 0.62, 0.60, 0.12, 0.08, 0.02]}

***

# 4
{"formula": "C2H3Cl2NO2", "method": "the ωB97M-V functional and the def2-TZVPD basis", "homo_ev": [-8.3, -10.2], "relative_energy_ev": 5.822, "total_energy_ev": -32747.2053, "elements": ["C", "C", "N", "O", "O", "Cl", "Cl", "H", "H", "H"], "positions_angstrom": [[-0.273061, -1.244975, 0.325045], [0.866039, -0.351761, -0.254262], [-0.612630, 1.865100, -0.194792], [-0.111381, 2.936688, -0.370959], [-1.687998, 1.485447, 0.240787], [2.071411, 0.314420, 0.771703], [1.121454, -0.563630, -1.922928], [-0.327584, -2.077842, -0.295221], [0.103082, -1.778562, 1.327651], [-1.149331, -0.584885, 0.372978]], "atomic_forces_ev_per_a": [[2.984, 0.959, 2.472], [-1.525, -0.489, 0.922], [-0.462, -0.739, 0.381], [-0.854, -0.843, 0.286], [1.443, 1.266, -0.670], [-0.171, -0.309, -0.575], [0.534, 0.286, 0.012], [-0.788, -1.174, -1.494], [-1.115, 1.834, -1.713], [-0.047, -0.792, 0.379]], "lowdin_charge": [-0.17, -1.20, -0.23, 0.09, 0.04, 0.63, 0.65, 0.02, 0.12, 0.05]}

***

# 5
{"formula": "C2H3Cl2NOS", "method": "the ωB97M-V functional and the def2-TZVPD basis", "homo_ev": [-8.5, -8.5], "relative_energy_ev": 2.718, "total_energy_ev": -41537.9374, "elements": ["C", "C", "N", "O", "S", "Cl", "Cl", "H", "H", "H"], "positions_angstrom": [[1.593570, 0.081832, 0.380284], [-0.697393, 0.704595, 0.364625], [0.532342, 0.540959, -0.248379], [1.593723, -0.199746, 1.544583], [-2.153521, -1.444680, -0.471205], [2.943281, -0.037577, -0.694215], [-2.020126, 1.730586, -0.059851], [-0.664309, 0.345581, 1.332830], [0.627367, 0.891083, -1.233009], [-1.754930, -2.612632, -0.915659]], "atomic_forces_ev_per_a": [[1.248, -0.867, 2.392], [-0.498, -1.973, -2.115], [-3.661, 3.398, -3.628], [0.502, -0.180, -0.406], [-0.307, 2.139, 0.694], [0.598, -0.160, -0.157], [1.701, -0.564, 0.002], [-0.340, -0.377, 1.948], [-0.112, -0.742, 1.373], [0.870, -0.674, -0.103]], "lowdin_charge": [-0.94, -0.60, -0.04, 0.07, 0.24, 0.75, 0.67, 0.04, 0.16, -0.35]}

***

# 6
{"formula": "C2H3Cl2NS", "method": "the ωB97M-V functional and the def2-TZVPD basis", "homo_ev": -9.1, "relative_energy_ev": 4.301, "total_energy_ev": -39488.2270, "elements": ["C", "C", "N", "S", "Cl", "Cl", "H", "H", "H"], "positions_angstrom": [[-1.376095, 0.286131, -0.937932], [1.565692, -0.012210, 0.575363], [1.533689, 0.525111, -0.529915], [-1.626633, -0.491539, 0.608500], [-1.616038, 2.001199, -0.928753], [-2.016892, -2.347477, 0.131540], [0.494452, 0.410297, -1.237105], [0.655462, -0.451799, 1.039780], [2.386362, 0.080286, 1.278520]], "atomic_forces_ev_per_a": [[-0.262, -0.917, 0.724], [-1.694, -0.400, 1.790], [-2.147, 0.581, -4.053], [-0.260, 2.776, -0.925], [0.169, -0.482, 0.623], [0.169, -1.153, -0.515], [2.994, -0.115, 2.831], [0.480, -0.332, -0.129], [0.550, 0.043, -0.346]], "lowdin_charge": [-0.95, -0.21, 0.01, 0.34, 0.50, 0.18, 0.08, -0.02, 0.07]}

***

# 7
{"formula": "C2H3Cl2O2P", "method": "the ωB97M-V functional and the def2-TZVPD basis", "homo_ev": -9.8, "relative_energy_ev": 1.811, "total_energy_ev": -40550.7884, "elements": ["C", "C", "O", "O", "P", "Cl", "Cl", "H", "H", "H"], "positions_angstrom": [[-0.239661, 0.234078, 1.821210], [0.481658, -0.589008, 1.063540], [-0.766502, -0.503249, -2.911519], [-0.019288, 0.934125, -1.141389], [0.408466, -0.310700, -2.039731], [-0.378758, -1.706060, 0.045265], [2.154736, -0.786225, 0.837344], [-1.200383, 0.360617, 1.602763], [-0.738762, 1.344354, -1.619554], [0.298493, 1.022067, 2.342069]], "atomic_forces_ev_per_a": [[5.307, 0.154, -0.182], [-1.167, -0.392, 0.507], [0.246, -0.419, -0.539], [0.926, 1.075, 0.591], [-0.193, -0.261, -1.309], [-0.499, -0.766, 0.503], [0.356, 0.385, 0.604], [-3.977, 0.116, -0.377], [-0.816, 0.381, -0.062], [-0.181, -0.273, 0.263]], "lowdin_charge": [-0.05, -1.21, -0.47, -0.34, 0.63, 0.64, 0.65, 0.02, 0.05, 0.08]}

***

# 8
{"formula": "C2H3Cl2OP", "method": "the ωB97M-V functional and the def2-TZVPD basis", "homo_ev": [-5.9, -10.3], "relative_energy_ev": 0.046, "multiplicity": 3, "total_energy_ev": -38498.4706, "elements": ["C", "C", "O", "P", "Cl", "Cl", "H", "H", "H"], "positions_angstrom": [[0.019562, 0.670035, -0.104655], [0.993147, -0.665070, 0.693378], [0.697673, 1.597055, -0.371206], [-1.782276, 0.380139, -0.165416], [-0.170778, -1.821500, 1.162104], [2.278078, -0.988878, -0.514229], [1.498311, -0.083714, 1.414035], [-1.581882, -0.647901, -1.157773], [-1.951837, 1.559833, -0.956238]], "atomic_forces_ev_per_a": [[-1.773, -4.437, 1.714], [-0.733, 2.037, -2.337], [2.622, 3.756, -0.898], [0.678, -0.167, 0.040], [0.640, -0.452, 0.127], [-0.708, -0.711, 0.405], [0.089, 0.032, 1.383], [-0.745, 0.481, -0.223], [-0.070, -0.537, -0.211]], "mulliken_spin": [0.58, 0.32, 0.69, 0.20, 0.06, 0.07, 0.00, 0.07, 0.00]}

***

# 9
{"formula": "C2H3Cl2OPS", "method": "the ωB97M-V functional and the def2-TZVPD basis", "homo_ev": -9.3, "relative_energy_ev": 1.734, "total_energy_ev": -49338.4236, "elements": ["C", "C", "O", "P", "S", "Cl", "Cl", "H", "H", "H"], "positions_angstrom": [[-0.160983, 1.436626, 1.172248], [-0.767796, 1.325697, -0.031392], [-0.544844, -1.927723, 0.274305], [0.473732, -1.516657, -0.685991], [0.169439, 1.157260, -1.511702], [0.236256, -2.249888, -2.536457], [2.253845, -1.936714, 0.087246], [-0.722491, 1.403456, 2.081607], [0.883280, 1.301256, 1.445131], [-1.820437, 1.006688, -0.294996]], "atomic_forces_ev_per_a": [[-1.049, -0.775, -0.345], [0.163, -0.816, -0.029], [-0.306, 0.217, -0.088], [-0.927, 2.446, -0.900], [0.849, -2.670, 1.117], [0.379, -0.378, 0.079], [0.563, 0.080, -0.409], [-0.836, 0.101, 0.276], [0.213, 0.634, -1.049], [0.951, 1.161, 1.348]], "lowdin_charge": [-0.08, -0.68, -0.44, -0.17, 0.57, 0.29, 0.34, 0.05, 0.06, 0.07]}

***

# 10
{"formula": "C2H3Cl3S", "method": "the ωB97M-V functional and the def2-TZVPD basis", "homo_ev": -9.3, "relative_energy_ev": 2.285, "total_energy_ev": -50522.8981, "elements": ["C", "C", "S", "Cl", "Cl", "Cl", "H", "H", "H"], "positions_angstrom": [[-0.803713, -0.178631, -0.740768], [0.184224, -0.210621, 1.204916], [0.539313, -0.225060, -1.926453], [-1.766796, 1.269264, -0.600673], [0.834112, 1.407264, 1.445755], [1.546094, -1.239732, 0.911317], [-1.359078, -1.008294, -0.875972], [-0.471059, -0.556203, 1.905625], [1.296902, 0.742012, -1.323747]], "atomic_forces_ev_per_a": [[4.002, 2.991, 2.633], [1.454, 1.084, -5.106], [-0.374, 0.631, 0.642], [-0.080, -0.066, -0.274], [-0.850, -0.178, 0.149], [-0.097, -0.733, 0.437], [-1.978, -2.705, -0.006], [-1.677, -0.676, 1.841], [-0.401, -0.347, -0.315]], "lowdin_charge": [-1.01, -1.05, 0.65, 0.53, 0.52, 0.52, -0.03, -0.01, -0.12]}